(1)
A cluster of 8 separate species, C23H66BN2O13 in total at a distorted geometry, computed with ωB97M-V/def2-TZVPD.

Computed properties:
total charge = -1
energy relative to the best compared isomer or geometry (same formula, charge and spin) = 0.0 kJ/mol
E_tot = -55188.2980 eV
gap between HOMO and LUMO = 8.759 eV

Each line ends with the Mulliken charge.
Positions of all 105 atoms, in Å:
B (-1.684, -0.049, -1.112)  0.953
H (-2.410, 0.189, -0.349)  -0.420
H (-1.658, -1.123, -1.211)  -0.454
H (-1.801, 0.387, -2.092)  -0.425
H (-0.683, 0.211, -0.804)  -0.412
C (1.683, -3.437, -0.322)  -0.337
C (2.404, -2.317, -1.084)  -0.515
O (1.630, -1.835, -2.180)  -0.482
O (0.598, -2.933, 0.401)  -0.509
H (2.396, -3.859, 0.386)  0.345
H (1.406, -4.248, -0.996)  0.207
H (3.398, -2.454, -1.511)  0.370
H (2.509, -1.502, -0.368)  0.296
H (0.770, -1.535, -1.876)  0.239
H (0.132, -2.270, -0.114)  0.302
C (-4.679, -0.749, -4.689)  -0.297
C (-3.379, -1.301, -5.240)  -0.207
O (-2.885, -2.154, -4.219)  -0.551
O (-4.436, 0.566, -4.138)  -0.553
H (-5.149, -1.402, -3.953)  0.194
H (-5.365, -0.672, -5.533)  0.308
H (-2.665, -0.503, -5.446)  0.145
H (-3.483, -1.882, -6.156)  0.327
H (-2.549, -1.540, -3.562)  0.277
H (-4.065, 0.441, -3.261)  0.317
C (-6.166, -4.387, 0.563)  -0.338
C (-4.793, -3.713, 0.184)  -0.331
O (-5.041, -2.383, -0.222)  -0.481
O (-5.960, -5.726, 1.045)  -0.560
H (-6.883, -4.442, -0.256)  0.290
H (-6.632, -3.823, 1.371)  0.248
H (-4.206, -4.293, -0.528)  0.321
H (-4.240, -3.667, 1.122)  0.251
H (-4.186, -2.005, -0.442)  0.248
H (-5.328, -5.770, 1.767)  0.300
C (-1.562, 4.142, 1.426)  -0.470
C (-2.762, 4.484, 0.501)  -0.201
O (-2.490, 3.913, -0.771)  -0.486
O (-1.635, 2.804, 1.803)  -0.483
H (-1.709, 4.693, 2.356)  0.346
H (-0.657, 4.515, 0.947)  0.218
H (-2.890, 5.566, 0.458)  0.309
H (-3.729, 4.104, 0.829)  0.159
H (-2.217, 3.000, -0.656)  0.234
H (-1.494, 2.260, 1.025)  0.306
C (4.256, 1.183, 2.907)  -0.765
O (4.363, 0.148, 3.833)  -0.270
C (3.311, -0.035, 4.720)  -0.583
C (3.593, -1.252, 5.628)  -0.567
N (4.454, -0.802, 6.676)  -0.427
C (4.725, -1.980, 7.557)  -0.701
C (5.919, -1.545, 8.415)  -0.623
O (6.996, -1.331, 7.518)  -0.334
C (8.237, -1.071, 8.096)  -0.751
H (5.226, 1.174, 2.409)  0.253
H (4.202, 2.150, 3.407)  0.323
H (3.465, 1.095, 2.162)  0.268
H (2.399, -0.394, 4.244)  0.367
H (3.143, 0.919, 5.220)  0.341
H (4.061, -2.084, 5.101)  0.366
H (2.647, -1.558, 6.074)  0.368
H (5.430, -0.614, 6.498)  0.380
H (5.028, -2.839, 6.958)  0.314
H (3.849, -2.227, 8.157)  0.403
H (6.058, -2.446, 9.012)  0.426
H (5.748, -0.700, 9.083)  0.380
H (8.520, -1.947, 8.679)  0.290
H (8.188, -0.190, 8.736)  0.305
H (8.992, -0.935, 7.322)  0.234
C (2.993, 4.677, -2.877)  -0.658
O (2.822, 3.994, -4.111)  -0.333
C (1.703, 3.067, -4.050)  -0.336
C (1.458, 2.265, -5.328)  -1.020
N (2.274, 1.043, -5.514)  -0.295
C (3.667, 1.385, -5.712)  -0.304
C (4.532, 0.082, -5.722)  -0.518
O (5.956, 0.300, -5.927)  -0.333
C (6.654, -0.942, -6.094)  -0.704
H (3.915, 5.254, -2.945)  0.232
H (3.030, 3.901, -2.112)  0.292
H (2.104, 5.249, -2.610)  0.280
H (0.806, 3.684, -4.004)  0.420
H (1.827, 2.434, -3.171)  0.376
H (1.515, 2.818, -6.266)  0.369
H (0.443, 1.868, -5.335)  0.385
H (2.118, 0.365, -4.783)  0.259
H (4.073, 2.072, -4.970)  0.251
H (3.702, 1.809, -6.716)  0.150
H (4.059, -0.591, -6.437)  0.373
H (4.350, -0.463, -4.795)  0.286
H (6.501, -1.475, -7.033)  0.282
H (6.330, -1.660, -5.340)  0.296
H (7.715, -0.719, -5.981)  0.250
C (-7.559, 1.861, 1.020)  -1.208
C (-8.445, 0.759, 1.507)  0.565
C (-9.834, 1.171, 2.004)  -1.277
O (-8.601, -0.094, 0.356)  -0.569
H (-6.627, 1.439, 0.644)  0.387
H (-7.272, 2.456, 1.887)  0.316
H (-8.077, 2.455, 0.267)  0.304
H (-8.011, 0.138, 2.290)  0.215
H (-10.219, 2.014, 1.432)  0.303
H (-9.905, 1.296, 3.085)  0.340
H (-10.540, 0.366, 1.802)  0.347
H (-7.721, -0.302, 0.035)  0.277

Atoms 1-6, force components in eV/Å:
B -0.079 0.110 -0.044
H -2.980 1.267 2.840
H -0.071 -4.660 -0.503
H -0.956 1.869 -3.882
H 4.098 1.283 1.505
C 1.344 0.094 -0.548

(2)
An isolated molecule of C23H29NO3, computed with ωB97M-V/def2-TZVPD.

Computed properties:
energy relative to the best compared isomer or geometry (same formula, charge and spin) = 158.8 kJ/mol
SMILES string = COc1ccc(NC(=O)C[C@@]2(Cc3ccccc3)CCOC(C)(C)C2)cc1
E_tot = -31954.7635 eV
gap between HOMO and LUMO = 8.658 eV

Each line ends with the natural charge from an NBO analysis.
Positions of all 56 atoms, in Å:
C (-7.682, 2.033, 1.631)  -0.251
O (-6.525, 1.980, 2.429)  -0.493
C (-5.316, 1.849, 1.811)  0.285
C (-5.123, 1.757, 0.438)  -0.307
C (-3.849, 1.629, -0.087)  -0.169
C (-2.743, 1.590, 0.752)  0.101
N (-1.427, 1.468, 0.285)  -0.604
C (-0.978, 1.309, -0.990)  0.687
O (-1.700, 1.261, -1.964)  -0.618
C (0.535, 1.198, -1.100)  -0.494
C (1.049, -0.262, -1.126)  0.027
C (0.742, -0.989, 0.209)  -0.450
C (1.699, -0.736, 1.342)  -0.026
C (2.589, -1.742, 1.707)  -0.212
C (3.493, -1.564, 2.738)  -0.202
C (3.521, -0.370, 3.438)  -0.219
C (2.629, 0.633, 3.103)  -0.221
C (1.727, 0.448, 2.070)  -0.167
C (0.350, -1.013, -2.268)  -0.454
C (0.933, -2.422, -2.462)  -0.069
O (2.204, -2.594, -1.875)  -0.551
C (3.106, -1.515, -2.080)  0.272
C (3.379, -1.294, -3.577)  -0.642
C (4.412, -1.943, -1.406)  -0.611
C (2.562, -0.218, -1.426)  -0.444
C (-2.937, 1.678, 2.131)  -0.214
C (-4.204, 1.806, 2.653)  -0.241
H (-7.813, 1.114, 1.050)  0.175
H (-7.664, 2.892, 0.953)  0.175
H (-8.514, 2.140, 2.325)  0.200
H (-5.958, 1.786, -0.244)  0.220
H (-3.710, 1.559, -1.152)  0.248
H (-0.733, 1.488, 1.020)  0.395
H (0.802, 1.669, -2.048)  0.235
H (1.031, 1.744, -0.298)  0.212
H (-0.276, -0.735, 0.515)  0.218
H (0.763, -2.060, 0.012)  0.231
H (2.566, -2.680, 1.171)  0.220
H (4.175, -2.360, 2.999)  0.215
H (4.225, -0.225, 4.244)  0.214
H (2.631, 1.565, 3.651)  0.212
H (1.038, 1.251, 1.844)  0.172
H (-0.719, -1.087, -2.073)  0.232
H (0.467, -0.428, -3.183)  0.211
H (0.973, -2.665, -3.534)  0.173
H (0.304, -3.176, -1.980)  0.189
H (3.640, -2.242, -4.043)  0.216
H (2.513, -0.882, -4.088)  0.206
H (4.211, -0.606, -3.698)  0.215
H (4.787, -2.848, -1.876)  0.214
H (4.240, -2.146, -0.354)  0.217
H (5.156, -1.156, -1.499)  0.207
H (3.102, -0.024, -0.498)  0.223
H (2.766, 0.614, -2.102)  0.209
H (-2.086, 1.645, 2.797)  0.206
H (-4.361, 1.875, 3.717)  0.225

Atoms 1-6, force components in eV/Å:
C -0.161 0.007 -0.116
O 0.274 -0.016 0.158
C 0.119 -0.012 -0.037
C -0.333 0.044 0.324
C 0.254 -0.022 -0.115
C -0.443 0.003 -0.061

(3)
An isolated molecule of C20H21N3O3 at a distorted geometry, computed with ωB97M-V/def2-TZVPD.

Computed properties:
energy relative to the best compared isomer or geometry (same formula, charge and spin) = 529.4 kJ/mol
SMILES string = N[C@@H](Cc1ccccc1)C(=O)N[C@@H](Cc1c[nH]c2ccccc12)C(=O)O
E_tot = -31691.1808 eV
gap between HOMO and LUMO = 8.154 eV

Each line ends with the natural charge from an NBO analysis.
Positions of all 47 atoms, in Å:
N (-0.035, -2.129, -1.198)  -0.897
C (0.357, -2.583, 0.160)  -0.136
C (1.891, -2.585, 0.245)  -0.404
C (2.670, -1.299, -0.020)  -0.027
C (3.078, -0.492, 0.936)  -0.245
C (3.853, 0.671, 0.710)  -0.186
C (4.179, 1.034, -0.588)  -0.234
C (3.882, 0.094, -1.585)  -0.214
C (3.176, -1.050, -1.388)  -0.229
C (-0.119, -1.706, 1.381)  0.702
O (0.412, -1.824, 2.466)  -0.602
N (-1.393, -1.024, 1.436)  -0.658
C (-2.605, -1.191, 0.640)  -0.104
C (-2.752, -0.260, -0.631)  -0.441
C (-2.578, 1.159, -0.283)  -0.102
C (-3.489, 2.053, -0.716)  -0.013
N (-3.068, 3.334, -0.323)  -0.555
C (-1.743, 3.208, 0.165)  0.159
C (-0.836, 4.245, 0.525)  -0.247
C (0.531, 3.962, 0.705)  -0.225
C (0.832, 2.543, 0.701)  -0.228
C (-0.045, 1.499, 0.213)  -0.207
C (-1.353, 1.840, 0.178)  -0.107
C (-2.871, -2.775, 0.077)  0.800
O (-2.332, -3.677, 0.644)  -0.614
O (-3.641, -2.837, -0.955)  -0.656
H (-0.348, -2.756, -1.951)  0.386
H (0.603, -1.429, -1.640)  0.386
H (0.099, -3.581, 0.363)  0.249
H (2.176, -2.941, 1.194)  0.237
H (2.228, -3.313, -0.576)  0.203
H (2.864, -0.636, 2.067)  0.238
H (4.034, 1.249, 1.712)  0.226
H (4.619, 1.974, -0.964)  0.225
H (4.056, 0.363, -2.590)  0.207
H (3.211, -1.891, -2.079)  0.217
H (-1.541, -0.544, 2.338)  0.412
H (-3.397, -0.947, 1.318)  0.211
H (-3.781, -0.410, -1.070)  0.224
H (-1.858, -0.648, -1.238)  0.245
H (-4.560, 1.970, -1.018)  0.215
H (-3.522, 4.200, -0.299)  0.408
H (-1.199, 5.293, 0.321)  0.204
H (1.252, 4.779, 0.994)  0.227
H (1.941, 2.268, 0.711)  0.213
H (0.529, 0.537, 0.191)  0.239
H (-3.407, -3.747, -1.280)  0.498

Atoms 1-6, force components in eV/Å:
N -0.226 0.827 -0.435
C 1.526 2.891 -1.178
C 0.935 -0.401 -2.227
C -0.352 -2.604 -4.138
C 0.953 2.444 4.570
C -0.081 1.001 1.637

(4)
A cluster of 2 separate species, C3H12N3 in total at a distorted geometry, computed with ωB97M-V/def2-TZVPD.

Computed properties:
total charge = +1
energy relative to the best compared isomer or geometry (same formula, charge and spin) = 69.2 kJ/mol
E_tot = -7769.9137 eV
gap between HOMO and LUMO = 11.941 eV

Each line ends with the natural charge from an NBO analysis.
Positions of all 18 atoms, in Å:
N (-0.486, -0.333, 1.892)  -0.729
C (-1.018, -1.097, 0.931)  0.704
N (-2.208, -1.723, 1.282)  -0.868
N (-0.455, -1.228, -0.264)  -0.705
H (-1.047, -0.131, 2.734)  0.441
H (0.305, 0.241, 1.675)  0.420
H (-2.115, -2.330, 2.094)  0.418
H (-2.969, -1.067, 1.490)  0.418
H (-0.903, -1.741, -0.990)  0.449
H (0.311, -0.603, -0.479)  0.437
C (0.924, 1.817, -0.990)  -0.612
C (1.726, 0.668, -1.601)  -0.636
H (0.387, 2.379, -1.744)  0.233
H (1.591, 2.550, -0.470)  0.231
H (0.161, 1.482, -0.275)  0.157
H (2.491, 1.056, -2.274)  0.253
H (2.200, 0.054, -0.827)  0.194
H (1.103, 0.007, -2.182)  0.194

Atoms 1-6, force components in eV/Å:
N -0.449 -0.163 -0.522
C 0.030 0.743 0.881
N -0.759 -0.567 -0.371
N -0.423 0.720 1.999
H 0.721 -0.243 -0.835
H 0.430 0.328 0.277

Q: What is the gap between HOMO and LUMO in the third record?
A: 8.154 eV